[1]
C11H10ClF3Yb as an isolated structure at a distorted geometry, computed with ωB97M-V/def2-TZVPD.

Properties
HOMO level (spin up / spin down): -2.6 / -2.6 eV
multiplicity: 2
charge: -1
⟨S²⟩: 0.7509

Last column: Mulliken spin population.
Element x y z (Å)
C: -3.307 -0.986 1.811  -0.0033
C: -3.046 0.059 0.890  0.0015
C: -1.913 0.776 1.341  -0.0023
H: -3.666 0.274 0.032  0.0004
C: -1.438 0.165 2.544  0.0008
C: -2.318 -0.931 2.838  0.0037
H: -2.270 -1.595 3.708  0.0001
H: -4.127 -1.714 1.764  0.0000
H: -1.505 1.673 0.885  0.0001
H: -0.594 0.476 3.164  0.0006
Yb: -1.061 -1.433 0.912  1.0019
Cl: -0.665 -3.836 0.898  -0.0009
C: 2.238 0.059 -2.819  0.0000
C: 2.658 1.148 -1.995  -0.0001
C: 1.745 2.230 -2.192  -0.0003
H: 3.540 1.168 -1.362  0.0000
C: 0.758 1.808 -3.138  0.0000
C: 1.066 0.468 -3.526  -0.0001
H: 0.520 -0.127 -4.255  0.0000
H: 2.745 -0.896 -2.914  0.0000
H: 1.809 3.213 -1.726  0.0000
H: -0.064 2.414 -3.513  0.0000
F: 2.435 -0.380 0.636  -0.0004
C: 1.822 -1.150 1.607  -0.0016
F: 2.512 -2.332 1.607  0.0001
F: 2.126 -0.552 2.801  -0.0003

***

[2]
A 2-piece molecular cluster, C2H5Cl3NP overall at a distorted geometry, computed with ωB97M-V/def2-TZVPD.

Properties
HOMO level: -8.8 eV
multiplicity: 1
SMILES: C=C(Cl)Cl.NPCl
ΔE to the lowest compared entry with this formula, charge and spin: 0.0000 eV
charge: 0

Last column: Löwdin charge in e.
Element x y z (Å)
C: -2.371 -1.289 -1.948  -0.1139
C: -1.435 -0.422 -1.699  -1.2006
N: 1.187 2.150 0.094  -0.3158
P: 0.143 1.472 1.284  0.2365
Cl: -1.768 1.297 -1.682  0.5860
Cl: -1.112 2.890 1.592  0.1719
Cl: 0.201 -0.832 -1.330  0.6012
H: -2.189 -2.415 -1.946  0.0944
H: -3.395 -1.075 -2.217  0.0600
H: 1.787 2.919 0.333  0.0172
H: 0.818 2.099 -0.848  -0.0312
H: 1.054 1.562 2.339  -0.1056

***

no.,electronic energy (eV)
1,-63773.2801
2,-50500.9202